1.
{
  "formula": "C40H48N6O3P2Si2Ti",
  "method": "ωB97M-V/def2-TZVPD",
  "multiplicity": 2,
  "e_lumo_ev": [-2.4, -3.6],
  "total_charge": 1,
  "total_energy_ha": -4218.4686,
  "e_homo_ev": [-10.3625, -11.1065],
  "largest_force_ev_per_a": 2.028,
  "gap_ev": [7.994, 7.459],
  "symbols": ["Ti", "C", "Si", "C", "C", "N", "P", "C", "P", "N", "Si", "C", "C", "C", "C", "C", "C", "C", "C", "C", "C", "C", "C", "C", "C", "C", "C", "C", "C", "C", "C", "C", "C", "C", "C", "C", "C", "C", "H", "H", "H", "H", "H", "H", "H", "H", "H", "H", "H", "H", "H", "H", "H", "H", "H", "H", "H", "H", "H", "H", "H", "H", "H", "H", "H", "H", "H", "H", "H", "H", "H", "H", "H", "H", "H", "H", "O", "N", "O", "C", "C", "C", "C", "O", "N", "H", "H", "H", "H", "N", "C", "C", "C", "N", "C", "C", "H", "H", "H", "H", "H", "H"],
  "positions_angstrom": [[-1.2608, 0.3984, 0.1162], [-0.3685, 0.1896, 5.0190], [-1.0176, -0.5900, 3.3959], [-0.8258, -2.4605, 3.7804], [-2.8010, 0.0778, 3.1426], [-0.2431, -0.2959, 1.8590], [1.0453, 0.6645, 1.6920], [1.0357, 1.4348, 0.0267], [0.9725, 0.8487, -1.6933], [-0.4888, 0.1827, -1.8147], [-1.4771, 0.0638, -3.2617], [-2.2744, -1.6746, -3.1957], [-2.7893, 1.4427, -3.3860], [-0.4679, 0.2156, -4.8777], [1.2273, 2.2801, -2.7795], [2.0463, 2.1292, -3.8952], [2.1517, 3.1530, -4.8180], [1.4557, 4.3355, -4.6297], [0.6530, 4.4926, -3.5099], [0.5234, 3.4670, -2.5894], [2.3375, -0.2852, -2.0967], [3.6170, 0.0244, -1.6433], [4.6739, -0.8120, -1.9472], [4.4625, -1.9516, -2.7103], [3.1945, -2.2480, -3.1839], [2.1301, -1.4188, -2.8748], [2.3502, -0.5533, 1.9953], [2.5231, -1.5366, 1.0317], [3.2037, -2.7005, 1.3269], [3.6849, -2.9026, 2.6118], [3.5038, -1.9303, 3.5840], [2.8392, -0.7570, 3.2787], [1.4152, 2.0577, 2.8105], [0.4223, 2.8044, 3.4319], [0.7599, 3.8335, 4.2937], [2.0903, 4.1311, 4.5409], [3.0834, 3.4050, 3.9013], [2.7515, 2.3820, 3.0322], [-0.7616, -0.3982, 5.8452], [0.7151, 0.1605, 5.0888], [-0.6778, 1.2185, 5.1695], [-1.7183, -2.8192, 4.2800], [-0.6443, -3.0844, 2.9137], [0.0063, -2.6111, 4.4631], [-3.4244, -0.1100, 4.0100], [-2.7767, 1.1558, 2.9727], [-3.2880, -0.3703, 2.2782], [-2.8777, -1.8052, -2.2992], [-2.9269, -1.8039, -4.0527], [-1.5375, -2.4742, -3.2251], [-3.6877, 1.1834, -2.8320], [-2.4157, 2.3877, -2.9983], [-3.0779, 1.5920, -4.4224], [0.4951, -0.2818, -4.8563], [-1.0431, -0.2214, -5.6872], [-0.2959, 1.2565, -5.1321], [2.5865, 1.2058, -4.0541], [2.7699, 3.0202, -5.6925], [1.5345, 5.1296, -5.3567], [0.1169, 5.4155, -3.3594], [-0.1277, 3.5787, -1.7331], [3.7547, 0.9127, -1.0421], [5.6658, -0.5717, -1.5994], [5.2879, -2.6108, -2.9285], [3.0378, -3.1202, -3.8015], [1.1365, -1.6423, -3.2371], [2.1033, -1.3762, 0.0486], [3.3234, -3.4530, 0.5602], [4.1939, -3.8222, 2.8594], [3.8547, -2.0860, 4.5925], [2.6915, 0.0022, 4.0335], [-0.6135, 2.5837, 3.2203], [-0.0212, 4.3970, 4.7816], [2.3546, 4.9216, 5.2280], [4.1232, 3.6272, 4.0854], [3.5277, 1.8242, 2.5256], [-0.8942, 1.9681, 1.0643], [-0.1797, 2.0505, -0.0609], [-2.6623, 2.8687, -0.6525], [-3.4760, 2.0281, -0.3392], [-4.9650, 2.2479, -0.1137], [-5.5308, 0.8342, -0.1049], [-4.2967, -0.0588, -0.1737], [-4.3000, -1.2705, -0.2483], [-3.1598, 0.6985, -0.1931], [-5.3794, 2.8906, -0.8907], [-5.0866, 2.7575, 0.8437], [-6.1614, 0.6185, -0.9681], [-6.1105, 0.5910, 0.7870], [-1.0417, -5.9864, 0.0333], [-1.1283, -4.6441, 0.0290], [-2.1056, -3.9589, 0.7640], [-2.1527, -2.5844, 0.7404], [-1.3208, -1.8115, 0.0282], [-0.3661, -2.4697, -0.6435], [-0.2262, -3.8358, -0.6779], [-1.7472, -6.5359, 0.4898], [-0.3799, -6.4608, -0.5539], [-2.8160, -4.5057, 1.3625], [-2.9124, -2.0916, 1.3249], [0.3218, -1.8594, -1.2132], [0.5753, -4.2865, -1.2443]],
  "mulliken_spin": [0.38, 0.00, 0.01, 0.00, 0.01, 0.02, -0.13, 0.52, 0.00, 0.04, 0.01, 0.00, 0.00, 0.00, 0.01, 0.00, 0.00, 0.00, 0.00, 0.00, -0.01, 0.01, 0.01, 0.00, 0.00, 0.00, 0.00, 0.03, 0.00, 0.00, 0.00, 0.00, 0.00, 0.01, 0.00, 0.00, 0.00, -0.01, 0.00, 0.00, 0.00, 0.00, 0.00, 0.00, 0.00, 0.00, 0.00, 0.00, 0.00, 0.00, 0.00, 0.00, 0.00, 0.00, 0.00, 0.00, 0.00, 0.00, 0.00, 0.00, -0.01, 0.00, 0.00, 0.00, 0.00, 0.00, 0.00, 0.00, 0.00, 0.00, 0.00, 0.00, 0.00, 0.00, 0.00, 0.00, -0.04, 0.08, 0.00, 0.00, 0.00, 0.00, 0.01, 0.00, 0.03, 0.00, 0.00, 0.00, 0.00, 0.00, 0.00, 0.00, 0.01, -0.01, 0.01, 0.00, 0.00, 0.00, 0.00, -0.01, 0.01, 0.00]
}



2.
{
  "formula": "C5H8N2O",
  "method": "ωB97M-V/def2-TZVPD",
  "e_above_lowest_kj_mol": 519.4,
  "e_lumo_ev": [-0.3, -0.3],
  "total_energy_ha": -379.8903,
  "e_homo_ev": [-8.8467, -8.8456],
  "largest_force_ev_per_a": 3.938,
  "gap_ev": [8.501, 8.499],
  "symbols": ["C", "C", "N", "N", "C", "C", "C", "O", "H", "H", "H", "H", "H", "H", "H", "H"],
  "positions_angstrom": [[-1.1343, -0.6770, -0.4337], [-1.3844, 1.6455, -0.8189], [-1.6109, 0.4725, -0.0300], [1.5646, 0.3010, -0.2506], [1.1729, 0.6332, 1.0098], [0.8297, -0.7143, 0.5378], [1.1107, -1.9591, 0.9763], [1.1930, 1.5022, 1.8205], [2.4947, 0.2267, -0.6379], [-0.7916, -0.8128, -1.4678], [-1.5972, -1.5557, -0.0018], [-0.9404, 2.4164, -0.1851], [-0.7513, 1.4838, -1.7007], [-2.3646, 2.0192, -1.1352], [1.1749, -2.7919, 0.2916], [1.0342, -2.1896, 2.0258]],
  "lowdin_charge": [-0.13, -0.16, -0.06, 0.19, -0.45, -0.26, 0.06, 0.13, 0.14, 0.10, 0.08, 0.08, 0.07, 0.08, 0.06, 0.07]
}